{"formula": "C54H41GeN3O7PPbSe", "method": "wB97M-V/def2-TZVPD", "spin_multiplicity": 2, "total_charge": -2, "e_above_lowest_kj_mol": 0.00, "e_tot_ev": -211861.967, "lumo_ev": [4.1, 3.2], "fmax_ha_per_bohr": 0.03815, "elements": ["Pb", "C", "C", "C", "C", "C", "C", "C", "H", "H", "H", "H", "H", "H", "H", "H", "O", "C", "O", "C", "C", "C", "C", "C", "C", "O", "N", "O", "O", "N", "O", "O", "H", "H", "C", "C", "C", "C", "C", "C", "P", "C", "C", "C", "C", "C", "C", "C", "C", "C", "C", "C", "C", "C", "C", "C", "C", "H", "H", "H", "H", "H", "H", "H", "H", "H", "H", "H", "H", "H", "H", "H", "H", "C", "Ge", "C", "C", "C", "C", "C", "C", "C", "C", "C", "C", "C", "C", "C", "C", "C", "C", "H", "H", "H", "H", "H", "H", "H", "H", "H", "H", "H", "H", "H", "H", "H", "Se", "C", "N"], "xyz": [[-0.008, -0.014, -0.508], [0.929, 0.739, -4.624], [0.889, 1.752, -3.510], [2.098, 2.281, -3.012], [2.087, 3.273, -2.034], [0.878, 3.739, -1.545], [-0.326, 3.210, -1.985], [-0.324, 2.245, -2.981], [1.615, -0.107, -4.389], [1.294, 1.220, -5.568], [-0.065, 0.310, -4.831], [3.039, 1.913, -3.430], [3.014, 3.680, -1.637], [0.882, 4.457, -0.739], [-1.254, 3.548, -1.530], [-1.273, 1.858, -3.355], [-2.315, 3.083, 0.819], [-1.605, 2.234, 1.360], [-1.638, 0.978, 1.255], [-0.500, 2.810, 2.287], [-0.785, 3.355, 3.528], [0.236, 3.985, 4.291], [1.559, 4.055, 3.844], [1.855, 3.497, 2.597], [0.884, 2.702, 1.802], [1.224, 2.014, 0.791], [3.176, 3.689, 2.089], [4.036, 3.898, 2.947], [3.390, 3.663, 0.874], [-0.109, 4.525, 5.528], [-1.277, 4.376, 5.910], [0.799, 5.123, 6.112], [-1.805, 3.327, 3.910], [2.340, 4.546, 4.408], [6.539, 1.561, 1.712], [5.892, 1.608, 0.485], [4.625, 1.072, 0.356], [3.989, 0.495, 1.452], [4.642, 0.439, 2.679], [5.917, 0.970, 2.792], [2.452, -0.384, 1.118], [1.832, -0.912, 2.747], [1.688, 0.007, 3.783], [1.150, -0.392, 4.999], [0.796, -1.713, 5.202], [0.995, -2.644, 4.181], [1.543, -2.255, 2.967], [3.104, -1.873, 0.349], [4.154, -2.505, 0.968], [4.712, -3.636, 0.355], [4.198, -4.146, -0.804], [3.091, -3.525, -1.455], [2.525, -3.996, -2.671], [1.455, -3.351, -3.241], [0.902, -2.224, -2.618], [1.372, -1.740, -1.424], [2.499, -2.374, -0.839], [7.558, 1.965, 1.810], [6.384, 2.078, -0.360], [4.097, 1.147, -0.598], [4.186, -0.086, 3.525], [6.407, 0.963, 3.753], [2.069, 1.017, 3.693], [1.013, 0.333, 5.790], [0.400, -2.034, 6.154], [0.742, -3.682, 4.339], [1.707, -2.998, 2.179], [4.529, -2.149, 1.929], [5.554, -4.108, 0.856], [4.670, -5.017, -1.266], [2.927, -4.898, -3.147], [1.021, -3.689, -4.185], [0.082, -1.727, -3.130], [-2.659, -3.181, -1.791], [-2.642, -1.262, -1.681], [-2.882, -0.816, -3.638], [-3.561, 0.321, -4.067], [-3.612, 0.658, -5.415], [-3.033, -0.167, -6.370], [-2.406, -1.337, -5.954], [-2.350, -1.668, -4.597], [-4.176, -0.419, -0.713], [-4.128, 0.968, -0.636], [-5.038, 1.711, 0.124], [-6.009, 1.085, 0.881], [-6.097, -0.325, 0.867], [-7.043, -1.003, 1.698], [-7.129, -2.365, 1.704], [-6.278, -3.126, 0.883], [-5.367, -2.524, 0.038], [-5.176, -1.117, 0.042], [-3.507, -3.539, -2.417], [-2.703, -3.634, -0.779], [-1.697, -3.496, -2.267], [-4.073, 0.944, -3.341], [-4.114, 1.572, -5.709], [-3.066, 0.090, -7.430], [-1.938, -1.997, -6.683], [-1.865, -2.606, -4.310], [-3.323, 1.510, -1.147], [-4.934, 2.798, 0.134], [-6.692, 1.685, 1.489], [-7.662, -0.406, 2.381], [-7.884, -2.865, 2.323], [-6.330, -4.210, 0.950], [-4.785, -3.147, -0.629], [-1.269, -1.712, 1.273], [-0.664, -3.452, 0.938], [-0.264, -4.529, 0.744]]}

---

{"formula": "C4H8O3", "method": "wB97M-V/def2-TZVPD", "e_above_lowest_kj_mol": 97.82, "e_tot_ev": -10419.990, "lumo_ev": 0.4, "fmax_ha_per_bohr": 0.07864, "smiles": "CC[C@H](O)C(=O)O", "elements": ["C", "C", "C", "C", "H", "H", "H", "H", "H", "H", "H", "H", "O", "O", "O"], "xyz": [[1.757, -0.693, 0.878], [1.537, -0.229, -0.572], [0.160, 0.499, -0.657], [-0.967, -0.365, -0.115], [2.687, -1.288, 0.948], [1.909, 0.178, 1.556], [0.807, -1.254, 1.243], [1.457, -1.021, -1.358], [2.297, 0.524, -0.820], [-0.171, 0.621, -1.732], [0.838, 1.895, 0.627], [-1.421, 1.063, 0.928], [0.083, 1.759, -0.080], [-1.857, 0.239, 0.663], [-1.141, -1.497, -0.408]]}